[1]
ORCA calculation (ωB97M-V/def2-TZVPD) on 2 unconnected molecules or ions with the total composition C7H16N2S at a distorted geometry.

```
26
Properties=species:S:1:pos:R:3
C 1.061 2.688 2.080
C 0.983 1.372 1.765
C 2.146 0.587 1.700
C -0.629 1.582 -0.636
C 0.193 -1.941 -0.749
C -0.418 0.744 1.719
C -1.130 1.152 0.509
N -1.740 -3.193 -2.272
N -0.249 -1.273 -3.259
S -1.117 -1.523 -2.028
H 0.219 3.423 2.188
H 2.030 3.214 1.994
H 3.111 1.064 2.153
H 2.254 0.284 0.557
H 2.017 -0.420 2.134
H 0.404 1.546 -1.012
H -1.951 -3.347 -3.265
H -1.188 1.856 -1.466
H 0.809 -2.450 -1.383
H 0.585 -1.058 -0.397
H -0.443 -2.449 0.093
H -1.055 0.997 2.569
H -0.300 -0.449 1.798
H -2.240 1.480 0.564
H -2.562 -3.282 -1.634
H -0.792 -0.602 -3.722
```

Computed properties:
Multiplicity: 1
LUMO energy in eV: 0.6833
Relative energy (zero: lowest compared OMol25 entry of this formula, charge and spin) in eV: 3.304

Just the Mulliken charges please, in e? Sure, here they are:
1. C -0.9184
2. C 0.6710
3. C -1.0589
4. C -0.9666
5. C -0.2857
6. C -0.3864
7. C 0.0889
8. N -0.5165
9. N -0.6344
10. S 0.2775
11. H 0.2519
12. H 0.2706
13. H 0.3441
14. H 0.1494
15. H 0.2849
16. H 0.2706
17. H 0.2472
18. H 0.3423
19. H 0.5064
20. H -0.3870
21. H 0.2704
22. H 0.3898
23. H 0.1261
24. H 0.1932
25. H 0.2290
26. H 0.2404

[2]
ORCA calculation (ωB97M-V/def2-TZVPD) on 2 unconnected molecules or ions with the total composition C7H16N3 at a distorted geometry.

```
26
Properties=species:S:1:pos:R:3
C -0.035 -2.647 -1.203
C 0.792 -1.616 -1.947
C -0.805 -1.971 -0.035
C -1.681 -2.761 0.730
C -1.838 -0.676 1.445
N -0.938 -0.661 0.496
N -2.251 -1.975 1.656
H -0.782 -2.924 -1.991
H 0.681 -3.509 -0.863
H 1.308 -2.217 -2.759
H -1.839 -3.873 0.703
H -1.988 0.247 1.883
H -2.840 -2.270 2.436
H 1.434 -1.067 -1.296
H 0.353 -0.756 -2.421
C 1.542 2.960 0.027
C 0.142 3.482 -0.020
N 1.406 1.541 0.721
H 1.845 2.765 -1.022
H 2.306 3.512 0.649
H -0.502 2.929 -0.848
H 0.114 4.578 -0.196
H 0.647 0.867 0.361
H 2.338 0.986 0.826
H 0.950 1.677 1.726
H -0.359 3.378 0.942
```

Computed properties:
Multiplicity: 1
LUMO energy in eV: -3.1340
Net charge: +1
Relative energy (zero: lowest compared OMol25 entry of this formula, charge and spin) in eV: 2.078

Just the Mulliken charges please, in e? Sure, here they are:
1. C -0.1242
2. C -1.1754
3. C 0.0011
4. C -0.3475
5. C -0.4426
6. N -0.3295
7. N -0.1113
8. H 0.2375
9. H 0.2668
10. H 0.3207
11. H 0.3594
12. H 0.4684
13. H 0.2247
14. H 0.2186
15. H 0.3617
16. C -0.2037
17. C -1.0013
18. N -0.3782
19. H 0.2835
20. H 0.3307
21. H 0.2846
22. H 0.3398
23. H 0.2882
24. H 0.4066
25. H 0.4148
26. H 0.3066

[3]
ORCA calculation (ωB97M-V/def2-TZVPD) on 2 unconnected molecules or ions with the total composition C7H16N4 at a distorted geometry.

```
27
Properties=species:S:1:pos:R:3
C 1.366 -1.055 3.146
C 1.627 -1.361 1.697
N 2.999 -1.139 1.221
C 1.912 -0.306 0.705
C 1.447 -0.458 -0.726
N 0.087 0.025 -0.870
H 1.924 -0.162 3.446
H 0.304 -0.870 3.317
H 1.684 -1.886 3.785
H 1.101 -2.236 1.307
H 3.248 -1.845 0.536
H 1.958 0.730 1.066
H 2.175 0.035 -1.390
H 1.464 -1.525 -0.986
H -0.189 -0.074 -1.841
H 0.092 1.026 -0.656
H -0.010 2.831 -0.537
N -0.783 2.498 -1.125
C -1.554 1.763 -0.407
N -2.730 1.220 -0.916
C -2.797 0.857 -2.308
C -2.774 -0.192 -1.255
H -1.373 1.520 0.612
H -1.894 1.007 -2.893
H -3.740 1.093 -2.812
H -1.857 -0.782 -1.138
H -3.685 -0.713 -0.979
```

Computed properties:
Multiplicity: 1
LUMO energy in eV: 0.8740
SMILES: C[C@@H]1N[C@H]1CN.[H]/N=C/N1CC1

Just the Mulliken charges please, in e? Sure, here they are:
1. C -1.3258
2. C 0.1882
3. N -0.7901
4. C 0.0068
5. C -0.8590
6. N -0.3245
7. H 0.3421
8. H 0.2978
9. H 0.3208
10. H 0.3659
11. H 0.2936
12. H 0.4156
13. H 0.3221
14. H 0.4450
15. H 0.2775
16. H -0.0801
17. H 0.2731
18. N -0.7539
19. C 0.1524
20. N -0.3252
21. C -0.4018
22. C -0.2089
23. H 0.5360
24. H 0.2138
25. H 0.2438
26. H 0.1236
27. H 0.2511

[4]
ORCA calculation (ωB97M-V/def2-TZVPD) on a gas-phase ion, C7H16NO (charge +1) at a distorted geometry.

```
25
Properties=species:S:1:pos:R:3
C 2.522 -2.163 1.718
C 1.244 -1.914 1.437
O 0.784 -0.742 1.257
C -0.269 -0.526 -0.051
C 0.229 -1.394 -1.159
N -0.599 0.954 -0.132
C 0.672 1.664 -0.506
C -1.696 1.014 -1.190
C -1.002 1.435 1.257
H 2.829 -3.089 2.003
H 3.347 -1.457 1.557
H 0.531 -2.821 1.359
H -1.179 -1.100 0.420
H -0.553 -1.730 -1.789
H 0.523 -2.322 -0.575
H 1.171 -1.081 -1.746
H 0.341 2.702 -0.453
H 1.386 1.533 0.355
H 1.091 1.433 -1.463
H -1.969 2.042 -1.394
H -1.425 0.548 -2.123
H -2.560 0.486 -0.916
H -1.788 0.696 1.672
H -0.154 1.470 1.893
H -1.351 2.516 1.174
```

Computed properties:
Multiplicity: 1
LUMO energy in eV: -2.7049
Net charge: +1
SMILES: C=CO[C@H](C)[N+](C)(C)C
Relative energy (zero: lowest compared OMol25 entry of this formula, charge and spin) in eV: 3.620

Just the Mulliken charges please, in e? Sure, here they are:
1. C -0.9444
2. C 0.0587
3. O -0.3978
4. C -0.0897
5. C -1.0877
6. N 0.1495
7. C -0.9035
8. C -0.8730
9. C -0.7640
10. H 0.3395
11. H 0.2236
12. H 0.3962
13. H 0.3554
14. H 0.4803
15. H 0.4199
16. H 0.2454
17. H 0.4550
18. H 0.3297
19. H 0.3779
20. H 0.3704
21. H 0.3823
22. H 0.4227
23. H 0.3159
24. H 0.3675
25. H 0.3704

[5]
ORCA calculation (ωB97M-V/def2-TZVPD) on 2 unconnected molecules or ions with the total composition C7H16O at a distorted geometry.

```
24
Properties=species:S:1:pos:R:3
C -1.566 0.030 1.551
C -0.372 -0.015 1.001
C 0.805 -0.543 1.790
C 0.002 0.370 -0.413
C -1.237 0.590 -1.328
C -1.001 0.470 -2.856
C 0.444 0.718 -3.300
H -1.920 -0.308 2.513
H -2.391 0.587 1.097
H 1.419 -1.335 1.346
H 0.393 -0.961 2.714
H 1.558 0.202 2.048
H 0.550 1.304 -0.288
H 0.479 -0.434 -0.971
H -1.535 1.625 -1.095
H -2.171 0.089 -1.099
H -1.726 1.036 -3.426
H -1.188 -0.597 -3.013
H 1.055 1.334 -2.643
H 0.962 -0.197 -3.575
H 0.504 1.436 -4.129
O 2.292 -1.477 4.913
H 1.612 -2.149 4.798
H 3.031 -1.775 4.365
```

Computed properties:
Multiplicity: 1
LUMO energy in eV: 0.8150
SMILES: C=C(C)CCCC.O
Relative energy (zero: lowest compared OMol25 entry of this formula, charge and spin) in eV: 1.785

Just the Mulliken charges please, in e? Sure, here they are:
1. C -1.0019
2. C 0.6350
3. C -1.2799
4. C -0.1707
5. C -0.9289
6. C -0.5860
7. C -1.1648
8. H 0.2966
9. H 0.2613
10. H 0.3339
11. H 0.2684
12. H 0.2894
13. H 0.2922
14. H 0.3432
15. H 0.3210
16. H 0.4437
17. H 0.4180
18. H 0.2681
19. H 0.3147
20. H 0.3023
21. H 0.3592
22. O -0.6430
23. H 0.3133
24. H 0.3149

[6]
ORCA calculation (ωB97M-V/def2-TZVPD) on a molecular structure, C7H16O at a distorted geometry.

```
24
Properties=species:S:1:pos:R:3
C 1.126 -0.152 -0.598
C -1.415 0.481 -1.561
C 1.624 0.661 -1.779
C 1.979 0.064 0.641
C -0.595 0.610 -0.300
O -0.554 1.633 0.368
H 1.063 -1.210 -0.872
H -1.359 -0.528 -1.971
H -1.073 1.207 -2.299
H -2.453 0.729 -1.327
H 2.695 0.490 -1.936
H 1.820 -0.713 1.392
H 3.045 0.074 0.396
H 1.473 1.729 -1.602
H 1.122 0.383 -2.707
H 1.753 1.035 1.090
C -1.439 -0.993 0.931
C -1.235 -0.603 2.375
H -2.144 -0.760 2.962
H -1.335 -2.065 0.739
H -2.422 -0.712 0.557
H -0.277 -0.651 0.218
H -0.977 0.457 2.443
H -0.421 -1.164 2.838
```

Computed properties:
Multiplicity: 1
LUMO energy in eV: 0.9261
Relative energy (zero: lowest compared OMol25 entry of this formula, charge and spin) in eV: 3.572

Just the Mulliken charges please, in e? Sure, here they are:
1. C 0.2492
2. C -1.5544
3. C -1.5100
4. C -1.2643
5. C 1.0489
6. O -0.6556
7. H 0.4547
8. H 0.3174
9. H 0.3844
10. H 0.4889
11. H 0.4510
12. H 0.2861
13. H 0.4257
14. H 0.3365
15. H 0.3263
16. H 0.2920
17. C -0.4298
18. C -1.0184
19. H 0.3628
20. H 0.3808
21. H 0.3297
22. H -0.2522
23. H 0.2846
24. H 0.2658

Here are the calculated M numbers, same order: 160.3; 142.2; 156.2; 130.2; 116.2; 116.2 (u).
Here are the calculated frontier orbital gap numbers, same order: 9.37; 8.48; 10.13; 9.47; 10.14; 9.20 (eV).